Entry 1:
This record from the OMol25 dataset describes C21H45N3 in the gas phase. The level of theory is ωB97M-V with the def2-TZVPD basis set.

Results
**Total charge**: 0
**E_HOMO**: -8.0453 eV
**Energy relative to the best compared isomer or geometry (same formula, charge and spin)**: 0.363 eV
**Orbital gap**: 8.84 eV
**SMILES**: CCCC[C@@H](CN[C@H](C)CNC)NC[C@H]1CC[C@H](C(C)(C)C)CC1

The geometry in XYZ format:
```
69
C21H45N3 ωB97M-V with the def2-TZVPD basis set
H -0.69 -0.53 3.62
H 0.45 -5.61 2.39
H -0.26 -0.40 -1.56
H 1.48 1.92 -0.60
H 1.30 -3.56 2.02
C -0.76 -1.07 2.67
C 0.71 0.10 -1.46
H 3.12 -0.35 -4.86
C -0.21 -4.63 4.22
C -3.38 5.27 -3.92
H -1.60 -0.64 2.11
C -1.05 -2.55 2.95
H 1.89 0.69 1.31
H -2.00 -2.62 3.48
N 0.20 3.07 -2.50
N 0.00 1.25 0.66
H 1.84 -5.33 4.46
C 0.95 -5.16 5.06
H 0.19 -2.59 4.69
H -1.29 1.80 -1.84
H -0.87 3.05 -0.65
N -2.14 5.91 -3.52
C -0.46 2.37 -1.41
H 2.18 -1.68 -2.96
H -4.01 6.02 -4.41
H 1.81 -1.02 3.63
H 2.29 -1.79 -5.44
H -0.61 -6.59 3.41
C 0.51 1.42 -0.69
H 0.57 -1.54 -3.67
C 0.54 -0.90 1.89
C 0.85 0.58 1.63
H -1.82 4.79 -1.83
H 2.61 -1.47 2.13
C 1.54 -1.03 -3.56
H 1.36 -0.55 -0.87
H 0.68 -6.11 5.53
C 1.38 -3.02 2.97
C -0.43 -5.58 3.04
H 0.70 0.95 -3.44
H -1.15 -3.07 2.00
C -1.26 5.09 -2.72
C 2.15 -0.84 -4.94
H 0.93 3.67 -2.13
C 1.67 -1.55 2.69
C 1.33 0.30 -2.84
H -3.26 4.42 -4.59
H -1.38 -3.94 5.91
H 2.22 -3.44 3.53
H -1.65 6.25 -4.34
H -0.47 4.61 -5.41
H -1.60 -5.65 5.54
C -0.65 3.84 -3.39
C 0.08 -3.18 3.77
C 0.17 4.21 -4.62
H 0.67 3.33 -5.01
H 2.30 0.80 -2.72
H -3.89 4.93 -3.02
H 1.21 -4.46 5.85
H -2.36 -4.43 4.53
H 1.51 -0.21 -5.56
H 0.44 -1.42 0.94
H 0.75 1.12 2.58
H -1.47 3.16 -3.69
H 0.92 4.95 -4.37
C -1.47 -4.66 5.10
H -0.43 5.74 -2.38
H -1.29 -5.28 2.45
H -0.92 0.81 0.64
```

Atom charges from the Mulliken analysis, given in e for atoms 1 to 2: 0.2700, 0.3721



Entry 2:
This record from the OMol25 dataset describes C21H45N3 in the gas phase. The level of theory is ωB97M-V with the def2-TZVPD basis set.

Results
**Total charge**: 0
**E_HOMO**: -8.3800 eV
**Energy relative to the best compared isomer or geometry (same formula, charge and spin)**: 0.023 eV
**Orbital gap**: 9.18 eV
**SMILES**: CCCC[C@@H](CN[C@H](C)CNC)NC[C@H]1CC[C@H](C(C)(C)C)CC1

The geometry in XYZ format:
```
69
C21H45N3 ωB97M-V with the def2-TZVPD basis set
H -0.95 -2.75 -2.12
H -1.06 -1.71 0.15
H -1.77 2.93 -0.44
H -0.58 -4.22 -1.21
N -1.31 -2.69 -0.01
H 1.30 4.85 1.87
H 1.83 -0.65 -2.72
H -1.29 4.44 1.65
C 1.23 5.46 0.97
H -4.45 -1.89 -1.13
H 1.02 6.49 1.28
H 1.02 5.81 -1.71
H 1.27 -4.35 0.24
H -2.08 4.98 0.16
H 4.08 -5.47 2.64
H -3.39 -2.48 3.94
H -4.46 -3.01 1.17
H 1.71 -0.91 -0.34
H 2.78 1.51 -1.75
H 0.07 -0.87 -2.74
H -0.96 3.25 -1.98
C -1.22 5.14 0.82
C 0.69 1.02 -1.94
H -2.95 -3.77 -0.63
H -4.82 -1.72 3.21
H 1.51 3.62 -2.06
H 3.93 -5.72 0.90
C 0.90 -0.49 -2.14
H -2.15 -1.49 2.06
C 3.71 -3.67 1.52
N 0.91 -1.21 -0.89
C -0.84 2.79 -1.00
C 3.07 -3.18 0.22
H 2.47 3.64 -0.57
H 0.43 2.94 0.71
H -2.90 -1.58 -1.92
C -0.55 -3.13 -1.16
C 0.33 3.45 -0.26
H 2.19 5.46 0.46
H 3.48 -3.75 -0.61
H -0.70 5.48 -1.89
C 0.91 -2.66 -1.01
H -3.31 -0.75 -0.41
H 1.47 -2.98 -1.91
H 1.13 -2.83 1.11
H -1.45 0.85 -1.70
C 1.85 1.68 -1.20
H 4.78 -3.43 1.50
C -3.38 -2.87 1.26
C -0.60 1.29 -1.17
C 3.54 -5.16 1.75
H -0.54 0.81 -0.19
C -3.40 -1.68 -0.96
H 2.49 -5.42 1.88
N -3.15 -1.63 1.98
H 3.27 -3.12 2.36
C 0.06 5.82 -1.20
H -2.96 -3.74 1.79
C 1.55 -3.30 0.22
H -3.51 -0.70 3.81
H 1.96 1.25 -0.21
C 1.61 3.18 -1.06
C 0.10 4.95 0.06
C -2.76 -2.81 -0.14
H -0.16 6.85 -0.93
H -1.28 6.15 1.21
H 0.61 1.47 -2.93
H 3.36 -2.13 0.07
C -3.74 -1.64 3.31
```

Atom charges from the Mulliken analysis, given in e for atoms 1 to 2: 0.4550, 0.2651



Entry 3:
This record from the OMol25 dataset describes a molecular structure, C21H45OP3SeY in a non-equilibrium geometry. The level of theory is ωB97M-V with the def2-TZVPD basis set.

Results
**Total charge**: +3
**E_HOMO (spin up / spin down)**: -15.4504 / -15.4513 eV
**Energy relative to the best compared isomer or geometry (same formula, charge and spin)**: 2.277 eV
**Orbital gap (spin up / spin down)**: 3.72 / 3.72 eV

The geometry in XYZ format:
```
72
C21H45OP3SeY ωB97M-V with the def2-TZVPD basis set
H -0.71 5.01 -0.83
P 1.80 -2.47 -0.87
H 3.37 -4.02 0.11
C -1.71 4.58 -1.01
H -3.30 -0.24 0.69
H -1.71 -2.20 2.71
H -3.14 -1.70 -0.63
H -0.25 -2.64 1.82
C 2.83 -3.14 0.49
H 2.21 5.16 -6.15
Y 1.13 0.45 -0.87
H -2.01 3.88 0.99
H 2.50 2.93 0.61
C 2.84 -3.03 -2.29
H 2.35 3.04 3.44
H -2.38 -1.32 -4.16
H -2.00 -2.94 -1.22
H -2.60 1.39 0.95
H 3.62 -2.28 -2.51
H -1.83 -2.60 1.01
C 2.18 2.28 1.43
C 2.64 1.80 -5.54
H -1.19 0.03 3.74
C 3.25 1.05 3.27
H 4.04 -0.25 1.66
C -1.33 -1.22 -3.83
C -2.64 0.36 1.33
H -0.02 -3.75 -1.89
H 2.46 -0.77 2.30
H -3.43 3.67 -0.20
C 1.47 2.88 -3.70
H -0.79 -0.46 -4.41
C -2.38 3.94 -0.04
C -0.36 0.22 3.03
C 2.14 1.76 -4.22
H -2.16 4.77 -2.00
H 1.10 2.38 1.64
C 1.52 4.09 -4.39
H 3.00 0.88 -6.02
H 3.88 3.02 2.61
H 4.23 0.94 3.72
H -0.08 -3.83 -0.09
C 2.68 3.01 -6.22
H -3.22 -2.26 -2.32
H 3.12 3.09 -7.22
H 3.30 -3.99 -2.01
H -3.05 0.64 -3.12
O 2.41 0.84 0.95
H -0.81 -2.18 -3.94
H 1.15 -4.78 -1.00
H 0.52 -0.36 3.35
H -0.13 1.29 3.02
C 2.15 4.18 -5.64
H 2.52 0.77 4.02
C 0.57 -3.84 -0.97
H 0.93 2.79 -2.74
H -3.02 0.37 2.37
H 1.06 4.97 -3.93
C 3.10 0.10 2.08
H -3.22 0.72 -1.33
Se 2.53 0.27 -3.13
H 2.18 -3.44 1.33
C 2.96 2.45 2.75
H 2.21 -3.14 -3.18
C -2.54 -2.03 -1.49
C -2.50 0.72 -2.17
H -0.36 0.77 0.58
H -1.95 1.67 -2.15
P -1.36 -0.73 -2.05
C -1.20 -2.10 1.74
H 3.55 -2.38 0.84
P -0.95 -0.35 1.41
```

Atom charges from the Mulliken analysis, given in e for atoms 1 to 2: 0.2816, 1.0382



Entry 4:
This record from the OMol25 dataset describes 17 unconnected molecules or ions with the total composition C21H46Cl32O2P. The level of theory is ωB97M-V with the def2-TZVPD basis set.

Results
**Total charge**: -1
**E_HOMO**: -3.3354 eV
**Energy relative to the best compared isomer or geometry (same formula, charge and spin)**: 0.000 eV
**Orbital gap**: 4.85 eV

The geometry in XYZ format:
```
102
C21H46Cl32O2P ωB97M-V with the def2-TZVPD basis set
H -10.25 5.85 -0.75
H 7.23 -6.53 -1.70
H 7.34 -10.72 -2.95
C -0.11 -0.02 -6.66
H -0.16 0.84 -2.51
Cl 0.96 -2.53 1.34
H -10.79 4.56 0.37
Cl -1.35 1.01 -5.94
Cl 1.03 3.31 2.13
C 4.79 -0.58 -2.58
Cl -1.09 2.93 0.12
Cl 3.61 -5.29 -5.56
C 7.57 -7.02 -0.79
Cl -6.94 6.03 9.10
Cl 7.44 -8.77 -1.05
C -7.60 4.46 4.23
P 0.83 -0.10 -1.88
Cl -8.81 5.63 4.79
Cl -5.54 7.93 -2.12
H -0.39 -1.06 -6.49
Cl -6.50 5.28 -1.34
H 5.68 3.43 2.43
C -3.69 5.75 0.79
H 1.44 -4.67 2.19
H 4.13 -1.32 0.36
Cl 1.73 -9.78 -4.82
H -3.66 5.46 7.67
C 3.22 -9.11 -5.49
H 4.03 -2.42 -1.03
H -4.83 5.97 11.02
Cl -5.03 6.31 1.80
H -7.22 7.37 -0.58
H -3.91 6.02 -0.24
H 6.48 -1.26 -1.56
H -7.00 4.92 3.45
H 5.43 -2.56 0.10
H -1.12 -10.65 -7.12
C 3.50 1.15 -1.50
H 1.47 -0.27 -3.16
H 6.49 1.86 2.69
Cl 5.63 -12.14 -3.72
H 2.85 -3.57 2.25
H -3.59 4.68 0.91
C -3.84 5.94 11.47
Cl 6.33 2.41 0.43
Cl -3.30 4.26 11.52
H 5.71 0.08 -0.69
Cl 1.49 0.23 -5.96
H 5.56 -4.32 -4.69
Cl 3.87 -10.12 -6.79
H 1.71 2.30 -2.05
H 7.68 -12.44 -2.61
C 4.74 -1.86 -0.39
H 3.01 -8.12 -5.89
C -3.32 6.03 6.80
C 2.01 -3.91 1.66
Cl 4.72 -5.57 -2.88
Cl 0.01 -10.35 -9.16
C -0.75 -9.78 -7.67
C 5.52 -0.83 -1.27
Cl 8.36 -11.81 -4.77
C 1.99 1.42 -1.45
H -3.87 6.32 12.48
Cl -8.35 3.00 3.57
C 5.76 2.40 2.10
Cl -11.66 6.67 0.95
C 7.31 -11.73 -3.34
Cl -1.65 5.58 6.46
H 1.82 -1.01 -1.22
Cl -2.78 6.96 10.49
Cl -2.10 -8.69 -7.97
Cl -4.40 5.67 5.44
H -3.36 7.09 7.00
H 0.00 -9.26 -7.08
Cl -8.90 5.68 1.16
H 3.79 0.60 -0.59
Cl -2.16 6.51 1.25
H 4.09 -3.58 -4.00
H 3.96 -9.05 -4.70
Cl 2.63 -4.62 0.17
O 5.03 -1.30 -3.54
H 0.97 4.04 -0.10
Cl 4.20 1.62 2.31
C 4.57 -4.50 -4.29
Cl -9.67 7.10 9.23
H -8.96 4.96 8.56
H 1.75 1.63 -0.39
H -0.06 -1.25 -2.18
H -6.98 4.17 5.07
O 3.89 0.39 -2.68
H -0.22 4.92 0.93
C -6.92 6.98 -1.54
Cl 9.22 -6.51 -0.45
H 4.09 2.09 -1.56
H 6.94 -6.76 0.05
H -8.49 6.22 7.39
C -8.58 5.97 8.43
H 0.11 0.06 -0.58
H -7.72 7.06 -2.27
C 0.23 3.96 0.69
C -10.43 5.58 0.29
H -0.06 0.20 -7.72
```

Atom charges from the Mulliken analysis, given in e for atoms 1 to 2: 0.2415, 0.0299



Entry 5:
This record from the OMol25 dataset describes 3 unconnected molecules or ions with the total composition C21H46N3O6P2S2 in a non-equilibrium geometry. The level of theory is ωB97M-V with the def2-TZVPD basis set.

Results
**Total charge**: +1
**E_HOMO**: -10.3916 eV
**Orbital gap**: 5.97 eV

The geometry in XYZ format:
```
80
C21H46N3O6P2S2 ωB97M-V with the def2-TZVPD basis set
C 0.15 0.42 2.32
H -0.72 -0.85 -0.81
C -0.45 7.98 -1.12
H -2.99 5.81 -0.67
H 0.64 -6.15 0.21
H -2.50 0.78 0.20
N -1.58 7.11 -1.43
O -0.85 4.28 -0.26
C -0.08 -9.07 -0.81
H 4.54 -2.55 2.42
H -1.59 -7.96 -3.36
H -0.51 8.98 -3.03
C -1.24 5.43 0.47
H 4.92 2.10 2.16
H 0.32 7.48 -0.52
C -1.56 -7.89 -2.27
H 4.68 -0.15 1.81
O -0.07 -4.21 0.50
H -0.35 5.93 0.87
H 0.73 3.47 -1.22
C -2.37 -5.04 0.07
C 3.65 -1.92 2.44
O 0.89 7.45 -3.06
H -2.19 1.48 1.79
S 2.22 3.15 3.11
H 2.34 -3.46 3.15
H 0.10 7.95 -4.92
C -1.30 -3.99 -0.20
H -3.31 -4.66 -0.35
H -1.21 -1.52 3.48
C 2.61 0.21 2.10
C 0.26 4.44 -1.12
H -0.82 8.83 -0.54
O 4.38 2.11 1.36
H -0.43 -8.69 0.16
H -1.09 -3.86 -1.27
H -1.29 6.45 -2.14
H -2.24 -8.65 -1.86
H 0.72 -1.27 0.12
H -0.35 0.33 3.29
P -0.20 -2.47 3.44
H -1.29 -5.79 -2.29
O 2.21 2.19 0.27
H -1.17 1.94 0.42
C -1.72 1.11 0.88
H -2.51 -5.10 1.15
C 0.82 -5.13 -0.12
C 3.74 -0.58 2.09
H 0.98 5.15 -0.71
H -0.63 6.52 -4.16
C -0.77 -0.06 1.19
H -1.81 5.06 1.33
H 1.83 -4.85 0.19
C -2.02 -6.50 -1.87
O -0.23 -8.13 -1.85
H 0.38 1.48 2.20
H -2.98 -6.29 -2.34
H -0.63 -9.99 -1.03
C -0.01 -0.48 -0.07
N 1.41 -0.34 2.43
C -2.14 6.39 -0.30
H -1.39 -0.89 1.53
C 0.21 8.50 -2.37
C 1.33 -1.63 2.82
H 1.02 6.43 -4.80
C 0.31 7.08 -4.29
H 0.97 -9.31 -0.74
H 0.49 0.39 -0.51
H -0.51 -3.35 2.39
H 0.76 -5.08 -1.20
H -0.04 4.77 -2.12
S 0.16 -3.29 5.16
H -1.35 -6.78 0.02
P 2.83 2.01 1.72
H -1.68 -3.03 0.17
H -2.54 7.12 0.41
N -2.16 -6.39 -0.43
C 2.44 -2.44 2.83
H 0.96 9.24 -2.08
H 2.89 2.20 -0.42
```

Atom charges from the Mulliken analysis, given in e for atoms 1 to 2: -1.9713, 0.5708



Entry 6:
This record from the OMol25 dataset describes 6 unconnected molecules or ions with the total composition C21H46N8O9P in a non-equilibrium geometry. The level of theory is ωB97M-V with the def2-TZVPD basis set.

Results
**Total charge**: +1
**E_HOMO**: -11.1792 eV
**Orbital gap**: 7.91 eV

The geometry in XYZ format:
```
85
C21H46N8O9P ωB97M-V with the def2-TZVPD basis set
N 0.87 2.52 1.23
H -2.57 4.07 0.91
O -4.13 5.35 2.56
C -0.02 3.16 1.99
H -4.48 1.64 -2.76
C -6.03 3.02 -4.22
O 2.96 1.25 -0.92
H -4.59 3.16 -6.51
H 8.56 2.18 -3.23
H -3.41 3.15 -0.37
H -3.08 2.66 -3.14
N -2.28 -4.88 3.82
O -1.97 -1.19 2.23
H 9.18 0.67 -2.55
H -1.28 -1.04 2.88
C -0.91 1.25 1.39
H -4.22 5.25 -1.65
H 8.32 0.13 -0.63
H -3.66 -3.31 3.66
C 0.35 1.29 0.85
O -6.77 3.69 -4.91
H -5.33 6.42 1.30
O -2.21 -0.50 -0.23
H -2.08 -3.80 5.60
H -6.39 2.49 -3.32
C 4.03 -5.25 -1.02
H 1.76 2.94 1.01
H -1.16 -5.32 5.54
H 5.67 2.49 -1.70
H -3.94 3.02 1.32
C 2.50 0.77 0.06
H 8.04 0.63 -3.90
C -1.71 -5.69 2.92
H 5.15 0.94 -2.36
O 4.20 -3.49 1.10
P -2.24 0.03 1.27
N -4.42 4.82 0.39
H -5.61 4.23 -1.23
H 3.59 -0.50 1.37
H -2.38 -5.96 2.09
C 7.32 0.55 -0.82
H 1.47 -6.28 -0.50
C 5.93 1.70 -2.40
O -3.50 0.71 1.55
C -5.01 5.09 -0.91
N 3.21 -5.32 0.18
C -1.48 -4.46 4.97
H -4.24 4.58 -5.54
C -4.64 5.57 1.48
N -1.10 2.43 2.10
H 1.28 -1.17 1.52
H -0.59 -3.93 4.63
H -4.22 -4.73 4.57
H 2.66 -7.35 0.27
H 5.08 -5.35 -0.76
H -1.38 -0.25 -0.66
C -3.64 -4.40 3.70
H 3.75 -6.06 -1.70
N -4.71 2.85 -4.44
H 5.99 2.11 -3.41
C 8.31 1.15 -2.98
C -3.54 3.69 0.57
C 0.96 -1.01 0.49
H -4.11 -4.80 2.81
N 1.05 0.40 0.05
H 1.68 -6.24 1.26
H 2.70 0.76 2.20
C 2.20 -6.36 0.31
H -3.43 1.22 -4.13
N 7.21 1.11 -2.04
H 3.89 -4.29 -1.52
H 4.16 1.20 1.30
C 3.40 -4.41 1.15
H -1.92 2.74 2.62
C -3.88 2.05 -3.57
H 2.73 -4.56 2.01
H 1.60 -1.60 -0.17
O 6.42 0.49 -0.01
O -0.57 -6.11 3.00
H -0.03 -1.43 0.39
H -3.05 3.27 -5.64
H 0.20 4.14 2.38
H -5.64 5.97 -0.87
C 3.29 0.55 1.31
C -4.11 3.50 -5.60
```

Atom charges from the Mulliken analysis, given in e for atoms 1 to 2: 0.0508, 0.2567